Model A:
An isolated molecule of C3H5F2NS, computed with the ωB97M-V functional and the def2-TZVPD basis.

Atoms and positions in Å:
C (-0.433, -1.441, 0.495)
C (-0.495, 1.147, 0.578)
C (-1.121, -0.190, 0.973)
N (1.813, -0.878, -1.787)
F (-0.970, -0.461, 2.284)
F (-2.538, -0.109, 0.771)
S (0.687, -1.498, -0.812)
H (0.121, 1.476, 1.489)
H (-0.118, 1.254, -0.446)
H (-1.302, 1.953, 0.738)
H (1.593, -0.006, -2.258)
H (2.763, -1.248, -2.024)

E_LUMO = -0.7 eV
HOMO energy = -9.19 eV

---

Model B:
A 2-piece molecular cluster, C3H5F2NS overall, computed with the ωB97M-V functional and the def2-TZVPD basis.

Atoms and positions in Å:
C (-0.823, 0.333, -0.022)
C (1.946, 0.470, 0.179)
C (-1.977, -0.577, -0.312)
N (1.058, -0.541, 0.066)
F (-2.136, -1.591, 0.624)
F (-3.163, 0.126, -0.411)
S (-0.906, 1.915, -0.031)
H (1.876, 0.897, -0.847)
H (1.637, 1.294, 0.796)
H (2.924, 0.058, 0.427)
H (-1.659, -1.138, -1.249)
H (1.222, -1.246, 0.781)

E_LUMO (spin up / spin down) = -0.9 / -0.9 eV
HOMO energy (spin up / spin down) = -8.80 / -8.80 eV

---

The structure with the most favorable energy is model B; the runner-up is 0.0462 hartree above it.

---

Model A:
An isolated molecule of C3H7ClO, computed with the ωB97M-V functional and the def2-TZVPD basis.

Atoms and positions in Å:
C (1.242, -0.291, -0.612)
C (0.201, 0.294, 0.367)
C (-1.061, -0.591, 0.311)
H (1.632, -1.346, -0.413)
H (2.190, 0.357, -0.593)
H (0.898, 0.053, -1.374)
H (0.499, 0.259, 1.290)
H (-0.780, 1.911, 0.540)
H (-1.419, -1.146, 1.253)
H (-0.889, -1.460, -0.331)
O (-0.001, 1.670, -0.086)
Cl (-2.513, 0.290, -0.353)

E_LUMO = 0.9 eV
HOMO energy = -10.53 eV
SMILES = C[C@@H](O)CCl

---

Model B:
C3H7ClO as an isolated structure, computed with the ωB97M-V functional and the def2-TZVPD basis.

Atoms and positions in Å:
C (1.811, 0.495, -0.077)
C (0.561, -0.214, 0.611)
C (-0.724, 0.537, 0.071)
H (2.809, -0.997, -0.861)
H (1.277, 0.705, -1.237)
H (2.304, 1.495, 0.453)
H (0.707, -0.352, 1.715)
H (0.636, -1.517, 0.295)
H (-0.902, 1.601, 0.559)
H (-0.605, 0.546, -1.176)
O (2.990, -0.373, -0.176)
Cl (-2.355, -0.201, -0.116)

E_LUMO = 0.8 eV
HOMO energy = -10.31 eV

---

The structure with the most favorable energy is model A; the runner-up is 0.0288 hartree above it.

---

Model A:
C56H49BrN6O4PS2SbY as an isolated structure, computed with the ωB97M-V functional and the def2-TZVPD basis.

Atoms and positions in Å:
Y (-0.359, 0.388, -0.219)
O (1.042, -2.441, 2.844)
C (0.523, -3.657, 2.549)
C (0.741, -4.714, 3.429)
C (0.223, -5.965, 3.151)
C (-0.508, -6.182, 1.990)
C (-0.718, -5.124, 1.122)
C (-0.216, -3.854, 1.381)
C (-0.547, -2.706, 0.445)
O (0.215, -1.573, 0.629)
N (-1.968, -2.406, 0.618)
N (-2.415, -1.257, 0.088)
C (-3.652, -0.960, 0.252)
C (-4.269, 0.224, -0.324)
Br (-3.120, 1.359, -1.290)
C (-5.573, 0.478, -0.211)
C (-6.288, 1.627, -0.801)
C (-6.668, 2.697, 0.003)
C (-7.336, 3.777, -0.551)
C (-7.633, 3.792, -1.906)
C (-7.260, 2.723, -2.708)
C (-6.590, 1.642, -2.159)
H (0.772, -1.883, 2.061)
H (1.315, -4.526, 4.326)
H (0.393, -6.776, 3.845)
H (-0.912, -7.158, 1.769)
H (-1.301, -5.280, 0.220)
H (-0.427, -3.051, -0.600)
H (-2.512, -2.869, 1.333)
H (-4.317, -1.624, 0.805)
H (-6.151, -0.242, 0.361)
H (-6.427, 2.685, 1.057)
H (-7.626, 4.609, 0.077)
H (-8.157, 4.634, -2.334)
H (-7.492, 2.732, -3.764)
H (-6.294, 0.810, -2.783)
O (1.771, 2.383, -2.449)
C (0.834, 2.842, -1.829)
O (-0.220, 2.183, -1.438)
C (0.882, 4.268, -1.339)
C (1.399, 5.239, -2.187)
C (1.516, 6.550, -1.765)
C (1.151, 6.896, -0.469)
C (0.664, 5.926, 0.388)
C (0.514, 4.605, -0.036)
P (-0.162, 3.358, 1.123)
C (0.746, 3.797, 2.647)
C (0.180, 3.971, 3.903)
C (0.985, 4.156, 5.021)
C (2.365, 4.170, 4.901)
C (2.940, 4.011, 3.647)
C (2.138, 3.824, 2.536)
C (-1.886, 3.954, 1.298)
C (-2.438, 4.766, 0.306)
C (-3.756, 5.184, 0.380)
C (-4.549, 4.807, 1.451)
C (-4.025, 3.973, 2.427)
C (-2.712, 3.537, 2.343)
H (1.712, 4.951, -3.181)
H (1.901, 7.305, -2.437)
H (1.249, 7.917, -0.128)
H (0.391, 6.196, 1.401)
H (-0.892, 3.985, 4.029)
H (0.524, 4.300, 5.989)
H (2.984, 4.317, 5.773)
H (4.015, 4.051, 3.532)
H (2.607, 3.742, 1.558)
H (-1.837, 5.079, -0.536)
H (-4.159, 5.812, -0.403)
H (-5.571, 5.155, 1.520)
H (-4.637, 3.654, 3.260)
H (-2.344, 2.850, 3.091)
C (4.091, 0.367, 3.149)
C (2.656, 0.387, 3.503)
N (2.162, 0.323, 4.696)
N (0.816, 0.353, 4.514)
C (0.446, 0.432, 3.234)
S (-1.126, 0.469, 2.636)
N (1.644, 0.461, 2.570)
N (1.797, 0.537, 1.187)
H (4.671, 0.518, 4.056)
H (4.334, 1.160, 2.442)
H (4.369, -0.592, 2.709)
H (0.192, 0.297, 5.302)
H (2.366, 1.351, 0.958)
H (2.230, -0.319, 0.839)
S (1.283, -0.519, -2.232)
Sb (1.921, -2.680, -2.638)
C (3.703, -2.492, -3.729)
C (3.895, -2.842, -5.058)
C (5.104, -2.574, -5.682)
C (6.127, -1.953, -4.986)
C (5.946, -1.606, -3.657)
C (4.739, -1.870, -3.033)
C (2.516, -3.808, -0.991)
C (2.344, -5.186, -0.968)
C (2.844, -5.924, 0.096)
C (3.529, -5.291, 1.118)
C (3.715, -3.917, 1.090)
C (3.203, -3.177, 0.040)
C (0.519, -3.803, -3.712)
C (0.413, -3.715, -5.096)
C (-0.575, -4.418, -5.768)
C (-1.469, -5.208, -5.064)
C (-1.376, -5.296, -3.685)
C (-0.389, -4.595, -3.011)
H (3.127, -3.352, -5.626)
H (5.244, -2.854, -6.717)
H (7.066, -1.740, -5.477)
H (6.743, -1.125, -3.106)
H (4.615, -1.583, -1.995)
H (1.824, -5.696, -1.768)
H (2.699, -6.994, 0.124)
H (3.914, -5.868, 1.946)
H (4.235, -3.424, 1.899)
H (3.327, -2.100, 0.031)
H (1.072, -3.076, -5.671)
H (-0.647, -4.339, -6.843)
H (-2.239, -5.753, -5.592)
H (-2.069, -5.914, -3.132)
H (-0.318, -4.701, -1.937)

E_LUMO = -2.0 eV
Net charge = +1
HOMO energy = -9.98 eV

---

Model B:
C56H49BrN6O4PS2SbY as an isolated structure, computed with the ωB97M-V functional and the def2-TZVPD basis.

Atoms and positions in Å:
Y (-0.429, -0.473, -0.462)
O (-3.356, -3.510, 0.508)
C (-3.210, -4.475, -0.433)
C (-3.960, -5.636, -0.299)
C (-3.851, -6.646, -1.238)
C (-2.984, -6.521, -2.317)
C (-2.228, -5.365, -2.431)
C (-2.333, -4.328, -1.512)
C (-1.481, -3.091, -1.691)
O (-1.349, -2.343, -0.545)
N (-2.091, -2.215, -2.714)
N (-1.646, -0.933, -2.712)
C (-1.792, -0.219, -3.763)
C (-1.510, 1.221, -3.787)
Br (-1.231, 2.065, -2.123)
C (-1.454, 1.912, -4.930)
C (-1.208, 3.344, -5.183)
C (-0.405, 3.671, -6.274)
C (-0.126, 4.993, -6.575)
C (-0.674, 6.007, -5.804)
C (-1.505, 5.691, -4.738)
C (-1.769, 4.368, -4.425)
H (-2.706, -2.810, 0.253)
H (-4.631, -5.724, 0.544)
H (-4.444, -7.543, -1.123)
H (-2.893, -7.312, -3.045)
H (-1.519, -5.270, -3.247)
H (-0.480, -3.414, -2.045)
H (-2.308, -2.645, -3.611)
H (-2.182, -0.648, -4.688)
H (-1.571, 1.300, -5.821)
H (0.011, 2.882, -6.885)
H (0.508, 5.229, -7.417)
H (-0.469, 7.040, -6.043)
H (-1.957, 6.479, -4.153)
H (-2.438, 4.144, -3.609)
O (2.044, 1.873, -0.507)
C (2.202, 0.726, -0.922)
O (1.354, 0.111, -1.674)
C (3.395, -0.074, -0.458)
C (4.584, 0.606, -0.232)
C (5.695, -0.062, 0.259)
C (5.606, -1.413, 0.559)
C (4.420, -2.096, 0.339)
C (3.304, -1.447, -0.178)
P (1.753, -2.364, -0.544)
C (2.177, -3.207, -2.098)
C (2.962, -4.356, -2.114)
C (3.291, -4.965, -3.315)
C (2.843, -4.423, -4.511)
C (2.067, -3.272, -4.504)
C (1.731, -2.667, -3.303)
C (1.589, -3.635, 0.736)
C (1.847, -3.292, 2.065)
C (1.452, -4.129, 3.097)
C (0.778, -5.312, 2.817)
C (0.510, -5.654, 1.500)
C (0.911, -4.821, 0.466)
H (4.629, 1.664, -0.452)
H (6.624, 0.469, 0.412)
H (6.461, -1.939, 0.959)
H (4.365, -3.150, 0.581)
H (3.313, -4.789, -1.185)
H (3.896, -5.860, -3.321)
H (3.104, -4.896, -5.447)
H (1.727, -2.844, -5.437)
H (1.142, -1.758, -3.309)
H (2.360, -2.365, 2.298)
H (1.680, -3.861, 4.120)
H (0.475, -5.968, 3.620)
H (-0.019, -6.569, 1.269)
H (0.676, -5.097, -0.555)
C (-2.914, -2.372, 4.899)
C (-3.285, -1.349, 3.897)
N (-4.280, -0.517, 3.984)
N (-4.216, 0.197, 2.824)
C (-3.211, -0.165, 2.026)
S (-2.903, 0.519, 0.494)
N (-2.600, -1.169, 2.719)
N (-1.501, -1.890, 2.264)
H (-3.610, -2.306, 5.730)
H (-1.901, -2.210, 5.268)
H (-2.966, -3.372, 4.472)
H (-4.875, 0.937, 2.637)
H (-0.709, -1.702, 2.878)
H (-1.714, -2.882, 2.210)
S (0.643, 0.368, 1.880)
Sb (0.437, 2.681, 1.830)
C (2.069, 3.374, 2.923)
C (1.896, 4.307, 3.939)
C (3.005, 4.786, 4.622)
C (4.273, 4.338, 4.287)
C (4.442, 3.412, 3.268)
C (3.341, 2.926, 2.580)
C (0.125, 4.237, 0.444)
C (-0.524, 5.329, 1.021)
C (-0.650, 6.518, 0.318)
C (-0.128, 6.627, -0.960)
C (0.535, 5.550, -1.524)
C (0.676, 4.358, -0.830)
C (-1.189, 2.874, 3.144)
C (-0.971, 2.437, 4.449)
C (-2.004, 2.442, 5.375)
C (-3.266, 2.884, 5.001)
C (-3.494, 3.304, 3.700)
C (-2.464, 3.288, 2.769)
H (0.912, 4.668, 4.208)
H (2.876, 5.509, 5.416)
H (5.135, 4.711, 4.823)
H (5.434, 3.067, 3.010)
H (3.470, 2.196, 1.790)
H (-0.918, 5.284, 2.028)
H (-1.152, 7.358, 0.778)
H (-0.227, 7.552, -1.509)
H (0.952, 5.632, -2.518)
H (1.206, 3.533, -1.277)
H (0.008, 2.086, 4.754)
H (-1.820, 2.109, 6.387)
H (-4.068, 2.899, 5.725)
H (-4.476, 3.651, 3.407)
H (-2.672, 3.595, 1.750)

E_LUMO = -2.2 eV
Net charge = +1
HOMO energy = -10.13 eV

---

The structure with the most favorable energy is model B; the runner-up is 0.0142 hartree above it.

---

Model A:
A 2-piece molecular cluster, C18H17NO2 overall, computed with the ωB97M-V functional and the def2-TZVPD basis.

Atoms and positions in Å:
C (-1.962, 3.308, 0.530)
C (-1.017, 4.102, -0.347)
C (0.021, 3.073, -0.792)
O (0.913, 3.308, -1.615)
N (-0.200, 1.885, -0.157)
C (-1.348, 1.907, 0.574)
O (-1.856, 0.970, 1.191)
H (-2.017, 3.701, 1.550)
H (-2.970, 3.238, 0.108)
H (-1.506, 4.526, -1.227)
H (-0.506, 4.895, 0.212)
C (0.641, -2.655, 4.605)
C (0.656, -2.044, 3.242)
C (1.435, -0.903, 2.991)
C (1.419, -0.314, 1.745)
C (0.647, -0.852, 0.673)
C (0.804, -0.187, -0.570)
C (0.444, -0.592, -1.886)
C (0.812, 0.319, -2.919)
C (0.636, 0.017, -4.256)
C (-0.063, -1.154, -4.611)
C (-0.523, -2.027, -3.612)
C (-0.241, -1.778, -2.270)
C (-0.217, -1.946, 0.969)
C (-0.134, -2.575, 2.207)
H (-0.020, -3.524, 4.626)
H (1.637, -2.970, 4.941)
H (0.264, -1.929, 5.334)
H (2.047, -0.479, 3.787)
H (1.987, 0.599, 1.555)
H (1.464, 0.676, -0.536)
H (1.236, 1.282, -2.611)
H (1.030, 0.691, -5.018)
H (-0.231, -1.389, -5.662)
H (-1.086, -2.922, -3.888)
H (-0.520, -2.504, -1.517)
H (-0.973, -2.268, 0.242)
H (-0.702, -3.486, 2.411)

E_LUMO = -1.7 eV
HOMO energy = -8.52 eV

---

Model B:
An isolated molecule of C18H17NO2, computed with the ωB97M-V functional and the def2-TZVPD basis.

Atoms and positions in Å:
C (1.101, -3.347, -0.965)
H (2.116, -3.326, -0.574)
H (0.408, -3.429, -0.130)
C (0.823, -2.081, -1.766)
N (1.042, -0.922, -0.932)
C (1.645, 0.204, -1.371)
O (2.182, 0.313, -2.458)
C (1.608, 1.310, -0.393)
C (2.152, 2.556, -0.485)
C (1.798, 3.236, 0.716)
C (2.033, 4.507, 1.239)
C (1.507, 4.809, 2.474)
C (0.755, 3.878, 3.195)
C (0.507, 2.612, 2.702)
C (1.038, 2.307, 1.459)
O (0.926, 1.142, 0.782)
H (-0.072, 1.888, 3.252)
H (0.359, 4.155, 4.160)
H (1.674, 5.787, 2.902)
H (2.613, 5.228, 0.683)
H (2.727, 2.928, -1.307)
H (0.560, -0.897, -0.046)
H (1.534, -1.996, -2.595)
C (-0.610, -2.062, -2.349)
C (-1.647, -1.967, -1.269)
C (-2.000, -0.728, -0.743)
C (-2.911, -0.633, 0.294)
C (-3.488, -1.777, 0.818)
C (-3.156, -3.014, 0.293)
C (-2.241, -3.107, -0.741)
H (-1.989, -4.076, -1.148)
H (-3.610, -3.910, 0.691)
H (-4.200, -1.704, 1.627)
H (-3.172, 0.337, 0.692)
H (-1.563, 0.170, -1.157)
H (-0.755, -2.968, -2.939)
H (-0.689, -1.199, -3.014)
H (0.993, -4.224, -1.597)

E_LUMO = 0.4 eV
HOMO energy = -8.65 eV
SMILES = C[C@@H](Cc1ccccc1)NC(=O)c1cc2ccccc2o1

---

The structure with the most favorable energy is model B; the runner-up is 0.0740 hartree above it.

---

Model A:
A 2-piece molecular cluster, C2H6OS overall, computed with the ωB97M-V functional and the def2-TZVPD basis.

Atoms and positions in Å:
S (-0.194, 2.474, -0.937)
H (-0.436, 3.572, -0.091)
H (-0.807, 3.264, -1.937)
O (1.134, -2.228, -0.123)
C (0.559, -2.148, 1.001)
C (-0.876, -1.459, 1.133)
H (0.801, -2.684, 1.945)
H (-1.520, -2.271, 0.789)
H (-1.007, -0.713, 0.200)
H (-1.095, -1.283, 2.259)

E_LUMO = 0.8 eV
HOMO energy = -9.79 eV
SMILES = CC=O.S

---

Model B:
A 2-piece molecular cluster, C2H6OS overall, computed with the ωB97M-V functional and the def2-TZVPD basis.

Atoms and positions in Å:
S (-1.897, 0.165, -1.459)
H (-2.392, 1.155, -2.218)
H (-2.553, 0.394, -0.324)
C (1.208, 0.150, -0.198)
C (1.243, -0.415, 1.032)
O (0.254, -1.013, 1.731)
H (1.542, 1.186, -0.262)
H (1.006, -0.330, -1.145)
H (2.114, -0.203, 1.655)
H (-0.526, -1.090, 1.186)

E_LUMO = 0.6 eV
HOMO energy = -7.98 eV
SMILES = C=CO.S

---

The structure with the most favorable energy is model A; the runner-up is 0.0336 hartree above it.